1.
C30H26F5IO3RuSe | ωB97M-V with the def2-TZVPD basis set

The spin multiplicity is 6. Its expectation value of S² is 8.769. As for the electronic energy: -127293.077 eV. As for the total charge: -1. As for the strongest force on any atom: 0.601 eV/A. The orbital gap (spin up / spin down) comes out at 6.74 / 7.17 eV.

Each line ends with the Löwdin charge.
Element x y z (Å)
Ru -1.3952 -1.1990 0.6882  0.98
C -0.5134 -2.0482 2.6854  -0.36
C 0.1950 -0.8123 2.5185  -0.29
C -0.6675 0.2344 2.8996  -0.24
C -1.9259 -0.3314 3.2536  -0.25
C -1.8228 -1.7283 3.1675  -0.31
C -2.8332 -2.7470 3.5830  -0.09
C -3.1329 0.4750 3.5975  -0.03
C -0.3684 1.6953 2.9213  -0.01
C 1.6368 -0.6824 2.1375  -0.03
C 0.0795 -3.4216 2.7367  -0.07
H -2.8446 -3.5954 2.8992  0.03
H -3.8406 -2.3320 3.6015  0.06
H -2.6075 -3.1266 4.5853  0.08
H -3.2294 1.3211 2.9149  0.08
H -3.0720 0.8705 4.6165  0.08
H -4.0455 -0.1161 3.5241  0.07
H -1.0095 2.2580 2.2401  0.07
H 0.6696 1.8997 2.6587  0.08
H -0.5398 2.0983 3.9242  0.09
H 1.8457 0.2933 1.6972  0.07
H 1.9141 -1.4347 1.4026  0.04
H 2.2909 -0.8082 3.0060  0.09
H -0.5184 -4.1504 2.1874  0.07
H 0.1478 -3.7567 3.7776  0.09
H 1.0744 -3.4418 2.3054  0.04
O -0.0217 0.2071 -0.6866  -0.15
C -0.6010 1.4129 -1.1787  -0.29
C -1.6296 1.8325 -0.0921  -0.59
O -1.9094 3.0144 0.0495  0.05
O -2.1577 0.8533 0.5317  -0.14
C -1.4240 1.1396 -2.4496  -0.10
C -2.2868 2.1178 -2.9432  -0.02
C -3.0494 1.8863 -4.0747  -0.08
C -2.9787 0.6644 -4.7310  -0.10
C -2.1513 -0.3233 -4.2274  -0.07
C -1.3824 -0.0916 -3.0930  -0.02
C 0.5209 2.4295 -1.3956  -0.10
C 0.2732 3.7507 -1.7652  -0.02
C 1.3152 4.6405 -1.9651  -0.08
C 2.6334 4.2370 -1.7957  -0.10
C 2.8921 2.9325 -1.4136  -0.08
C 1.8444 2.0418 -1.2124  -0.02
H 0.3825 -0.2969 -1.4091  0.01
H -2.4062 3.0483 -2.4087  0.10
H -3.7185 2.6590 -4.4315  0.10
H -3.5829 0.4793 -5.6097  0.09
H -2.1094 -1.2964 -4.6990  0.10
H -0.7833 -0.9097 -2.7144  0.06
H -0.7393 4.1047 -1.8584  0.10
H 1.0911 5.6625 -2.2429  0.10
H 3.4456 4.9355 -1.9515  0.09
H 3.9108 2.5965 -1.2662  0.10
H 2.0707 1.0346 -0.8910  0.10
F 6.0869 -1.7279 -1.4313  0.11
C 4.7837 -2.0005 -1.2878  -0.14
C 4.3588 -2.9285 -0.3551  -0.15
F 5.2621 -3.5642 0.4025  0.11
C 3.0073 -3.1921 -0.2089  -0.27
F 2.6868 -4.1121 0.7102  0.07
C 2.0239 -2.5574 -0.9641  -0.51
Se 0.1607 -2.9827 -0.7743  0.62
C 2.5024 -1.6590 -1.9074  -0.25
F 1.6501 -1.0076 -2.7225  0.06
C 3.8444 -1.3637 -2.0758  -0.15
F 4.2398 -0.4732 -2.9918  0.11
I -3.5426 -2.6073 0.0017  0.03



2.
C30H26F6N2O5S | ωB97M-V with the def2-TZVPD basis set

As for the electronic energy: -71885.762 eV. As for the strongest force on any atom: 4.092 eV/A. The energy above the lowest of the compared OMol25 structures with the same formula, charge and spin comes out at 153.8 kJ/mol. The orbital gap comes out at 6.99 eV.

Each line ends with the Löwdin charge.
Element x y z (Å)
F -4.8188 0.3950 4.5462  0.13
C -3.5958 0.8321 4.1911  -0.60
F -3.7313 1.9052 3.3415  0.09
F -2.9424 1.2580 5.2856  0.13
S -2.7711 -0.6285 3.2952  0.79
C -1.4902 0.1536 2.2096  -0.16
C -0.0794 -0.3275 2.6239  -0.19
C 0.1897 -1.6237 3.0938  -0.01
C 1.5068 -2.1146 3.1244  0.01
C 2.5701 -1.2718 2.8348  -0.13
C 3.9673 -1.8305 2.7250  -0.50
F 4.7550 -1.0943 1.8668  0.09
F 4.6353 -1.8813 3.9136  0.12
F 3.9566 -3.1116 2.2284  0.10
C 2.3398 0.0785 2.6063  -0.01
C 1.0376 0.5542 2.5751  -0.02
O -2.3344 -1.3573 4.4619  -0.30
O -3.7936 -1.1834 2.4437  -0.28
H -1.4927 1.2127 2.7518  0.15
H -0.5952 -2.3243 3.3668  0.10
H 1.7164 -3.1684 3.3256  0.13
H 3.1781 0.7286 2.4065  0.12
H 0.8778 1.6188 2.4129  0.12
C -0.5020 -2.5557 -3.4208  -0.04
O 0.3762 -1.4693 -3.0731  -0.08
C 1.6329 -1.7338 -2.6510  -0.22
C 2.2079 -3.0073 -2.4961  0.00
C 3.5241 -3.0863 -2.0350  -0.07
C 4.2725 -1.9645 -1.7434  -0.02
C 3.6990 -0.6826 -1.8847  -0.20
O 4.2668 0.5215 -1.6010  -0.08
C 5.6505 0.5622 -1.1981  -0.05
C 2.3695 -0.6057 -2.3078  -0.07
N 1.7572 0.6858 -2.4210  0.08
C 0.5936 1.1081 -1.8486  -0.06
C -0.0371 0.4321 -0.7098  -0.37
C -1.1357 1.0763 -0.0466  -0.08
C -2.1597 0.3017 0.5950  -0.19
C -3.5909 0.7978 0.4094  -0.20
C -4.6270 0.0054 -0.1123  -0.04
C -5.9333 0.5049 -0.2128  -0.08
C -6.2236 1.8269 0.1606  -0.09
C -5.1581 2.6613 0.5072  -0.09
C -3.8427 2.1607 0.5407  -0.06
O 0.4077 -0.7049 -0.3807  -0.01
N 0.2052 2.2267 -2.5289  -0.03
C -1.0271 2.9854 -2.3781  -0.01
C 1.1930 2.5736 -3.4565  0.00
C 2.1702 1.6108 -3.3859  0.02
H -1.4188 -2.0782 -3.7589  0.09
H -0.0787 -3.1741 -4.2324  0.10
H -0.7071 -3.1897 -2.5479  0.10
H 1.6300 -3.8845 -2.7093  0.10
H 3.9780 -4.0706 -1.9074  0.11
H 5.3134 -2.0301 -1.3889  0.11
H 5.8689 1.6285 -1.1087  0.09
H 5.8019 0.0682 -0.2210  0.09
H 6.3139 0.0984 -1.9505  0.10
H -1.1700 2.1726 -0.1069  0.07
H -2.0459 -0.7749 0.4471  0.14
H -4.4484 -1.0057 -0.4507  0.11
H -6.7540 -0.1271 -0.5562  0.10
H -7.2685 2.2113 0.1456  0.11
H -5.3515 3.7045 0.7745  0.10
H -3.0316 2.8763 0.6879  0.11
H -1.1009 3.6598 -3.2310  0.09
H -1.8985 2.3175 -2.3668  0.11
H -0.9965 3.5863 -1.4639  0.09
H 1.1185 3.4512 -4.0678  0.12
H 3.0713 1.5098 -3.9380  0.13



- Which of these has the highest electronic energy?
  C30H26F6N2O5S